A structure of composition C38H33IrN3O5S2 at a distorted geometry, computed with ωB97M-V with the def2-TZVPD basis set.

As for the HOMO-LUMO gap (alpha / beta): 4.742 / 5.951 eV. Its energy above the lowest of the compared OMol25 structures with the same formula, charge and spin is 0.9788 eV. The calculation puts the total energy at -79156.523 eV.

ORCA input file:
```
! RIJCOSX wB97M-V def2-TZVPD def2/J DEFGRID3
* xyz -1 5
Ir 3.468 -12.908 10.518
O 2.833 -13.224 8.537
C 2.557 -14.388 7.994
C 1.491 -14.442 7.044
C 1.058 -15.653 6.530
C 1.798 -16.814 6.871
C 2.857 -16.766 7.740
C 3.293 -15.557 8.340
C 4.325 -15.589 9.284
N 4.399 -14.724 10.324
N 5.255 -15.081 11.261
C 5.160 -14.214 12.288
O 4.401 -13.174 12.286
C 5.962 -14.489 13.501
C 6.976 -15.435 13.442
C 7.786 -15.684 14.542
C 7.728 -14.882 15.651
C 6.686 -13.928 15.776
C 5.854 -13.690 14.668
H 1.028 -13.510 6.816
H 0.215 -15.756 5.837
H 1.537 -17.776 6.438
H 3.425 -17.689 8.010
H 5.099 -16.377 9.323
H 7.179 -15.950 12.519
H 8.457 -16.520 14.482
H 8.441 -14.919 16.481
H 6.662 -13.222 16.575
H 5.059 -12.949 14.714
C 0.762 -17.071 16.246
C 1.580 -16.536 15.069
C 1.532 -17.615 13.955
C 3.052 -16.350 15.524
C 1.045 -15.212 14.555
C 0.187 -14.379 15.313
C -0.370 -13.248 14.784
C 0.209 -12.768 13.611
S -0.116 -11.199 12.968
C 1.019 -11.566 11.657
N 1.623 -12.758 11.760
C 1.166 -13.465 12.892
C 1.436 -14.750 13.294
C 1.475 -10.771 10.540
C 0.673 -9.748 9.960
C 1.076 -9.105 8.817
C 2.303 -9.509 8.218
C 3.101 -10.469 8.761
C 2.701 -11.147 9.940
H 1.350 -17.944 16.672
H -0.238 -17.458 15.895
H 0.639 -16.332 17.044
H 1.814 -18.603 14.407
H 2.213 -17.373 13.134
H 0.489 -17.639 13.550
H 3.495 -17.325 15.808
H 3.074 -15.733 16.424
H 3.746 -15.916 14.779
H 0.100 -14.572 16.364
H -1.086 -12.666 15.363
H 2.099 -15.337 12.687
H -0.276 -9.545 10.472
H 0.462 -8.305 8.378
H 2.609 -9.124 7.253
H 4.050 -10.708 8.271
C 3.007 -9.497 16.037
C 3.949 -9.525 14.862
C 5.244 -10.094 14.821
C 5.886 -10.442 13.631
C 5.257 -10.099 12.429
C 4.084 -9.313 12.434
C 3.476 -9.009 13.641
S 5.959 -10.594 10.864
O 5.856 -9.481 9.926
O 7.335 -11.032 11.192
O 5.251 -11.827 10.284
H 3.566 -9.559 17.024
H 2.176 -10.267 15.975
H 2.521 -8.515 16.027
H 5.754 -10.253 15.773
H 6.802 -11.037 13.661
H 3.705 -8.986 11.495
H 2.587 -8.379 13.660
*
```


A structure of composition C38H33IrN5PS5Sb at a distorted geometry, computed with ωB97M-V with the def2-TZVPD basis set.

As for the HOMO-LUMO gap (alpha / beta): 5.663 / 5.661 eV. Its energy above the lowest of the compared OMol25 structures with the same formula, charge and spin is 1.0232 eV. The calculation puts the total energy at -120228.121 eV.

ORCA input file:
```
! RIJCOSX wB97M-V def2-TZVPD def2/J DEFGRID3
* xyz 1 1
Ir 0.475 -1.490 -0.257
C -1.338 -3.275 -2.512
C -1.655 -3.678 -1.101
C -2.700 -4.571 -0.882
C -3.032 -4.964 0.397
C -2.279 -4.482 1.455
C -1.227 -3.621 1.191
N -0.923 -3.206 -0.056
Sb 0.107 -3.200 2.797
C 1.725 -3.701 1.458
C 2.597 -4.688 1.877
C 3.649 -5.070 1.058
C 3.788 -4.456 -0.161
C 2.889 -3.468 -0.561
C 3.083 -2.844 -1.908
N 1.867 -3.088 0.246
C 0.736 -1.162 2.746
C 0.849 -0.541 3.979
C 1.597 0.626 4.069
C 2.235 1.089 2.941
C 2.109 0.416 1.723
C 2.912 0.878 0.544
N 1.329 -0.682 1.627
H -2.236 -2.911 -3.016
H -0.585 -2.494 -2.537
H -0.965 -4.139 -3.071
H -3.247 -4.956 -1.735
H -3.856 -5.647 0.567
H -2.509 -4.761 2.477
H 2.453 -5.157 2.842
H 4.340 -5.844 1.369
H 4.596 -4.726 -0.830
H 3.034 -3.609 -2.686
H 2.329 -2.100 -2.105
H 4.067 -2.376 -1.971
H 0.367 -0.965 4.853
H 1.710 1.136 5.019
H 2.869 1.967 2.988
H 3.914 1.156 0.877
H 2.979 0.102 -0.209
H 2.456 1.754 0.077
S -2.886 -0.303 5.380
C -2.473 0.210 3.875
S -2.661 -0.812 2.476
C -1.728 0.294 1.535
N -1.415 1.371 2.142
N -1.879 1.369 3.435
C -1.688 2.607 4.164
C -0.643 3.442 3.783
C -0.437 4.633 4.462
C -1.278 5.000 5.503
C -2.340 4.177 5.847
C -2.555 2.977 5.179
S -1.294 -0.034 -0.158
H -0.016 3.164 2.949
H 0.383 5.278 4.169
H -1.114 5.930 6.036
H -3.024 4.470 6.634
H -3.393 2.351 5.446
S -0.665 2.053 -0.561
P -0.005 1.427 -2.395
S 1.121 -0.216 -2.302
C 0.929 2.752 -3.165
C 1.375 3.855 -2.438
C 2.110 4.848 -3.071
C 2.398 4.737 -4.423
C 1.953 3.636 -5.148
C 1.218 2.642 -4.523
C -1.454 1.142 -3.432
C -2.532 2.030 -3.357
C -3.632 1.855 -4.181
C -3.663 0.796 -5.080
C -2.590 -0.083 -5.161
C -1.483 0.085 -4.336
H 1.150 3.941 -1.380
H 2.447 5.712 -2.511
H 2.966 5.515 -4.919
H 2.171 3.558 -6.205
H 0.876 1.782 -5.088
H -2.510 2.854 -2.652
H -4.466 2.545 -4.124
H -4.526 0.656 -5.720
H -2.612 -0.903 -5.869
H -0.644 -0.597 -4.391
*
```


A structure of composition C38H33N11S2V, computed with ωB97M-V with the def2-TZVPD basis set.

As for the HOMO-LUMO gap (alpha / beta): 5.107 / 6.517 eV. Its energy above the lowest of the compared OMol25 structures with the same formula, charge and spin is 0.8225 eV. The calculation puts the total energy at -103692.913 eV.

ORCA input file:
```
! RIJCOSX wB97M-V def2-TZVPD def2/J DEFGRID3
* xyz 0 4
V 0.848 -1.301 -1.458
N 3.182 0.532 -4.634
C 2.189 0.136 -3.769
S 1.804 -1.561 -3.699
N 1.564 1.054 -3.102
N 0.594 0.506 -2.286
C -0.553 1.162 -2.180
C -0.759 2.521 -2.728
C 0.113 3.548 -2.360
C -0.095 4.840 -2.811
C -1.169 5.126 -3.646
C -2.027 4.108 -4.034
C -1.821 2.812 -3.579
C -1.574 0.442 -1.489
C -2.874 0.923 -1.248
C -3.801 0.113 -0.647
C -3.423 -1.179 -0.251
C -2.130 -1.572 -0.470
N -1.208 -0.813 -1.084
H 3.881 -0.166 -4.824
H 3.533 1.462 -4.465
H 0.953 3.316 -1.720
H 0.586 5.629 -2.517
H -1.328 6.136 -4.001
H -2.854 4.320 -4.700
H -2.480 2.014 -3.897
H -3.130 1.928 -1.553
H -4.808 0.471 -0.473
H -4.112 -1.846 0.248
H -1.795 -2.546 -0.136
C -2.250 3.959 0.414
N -2.819 2.921 1.248
C -4.146 2.796 1.612
C -4.245 1.735 2.427
N -2.967 1.201 2.552
C -2.069 1.942 1.827
S -0.416 1.777 1.721
C -2.639 0.112 3.404
C -2.836 0.256 4.770
C -2.560 -0.829 5.585
C -2.093 -1.997 5.004
C -1.923 -2.022 3.627
N -2.194 -0.993 2.835
H -3.061 4.521 -0.045
H -1.632 3.508 -0.359
H -1.624 4.622 1.010
H -4.900 3.468 1.243
H -5.095 1.288 2.910
H -3.179 1.199 5.173
H -2.697 -0.760 6.656
H -1.864 -2.869 5.601
H -1.553 -2.913 3.130
N 0.314 -5.460 -0.759
C 0.060 -5.607 -2.107
C 0.120 -4.354 -2.640
N 0.405 -3.456 -1.645
C 0.517 -4.143 -0.531
C 0.798 -3.427 0.699
N 0.755 -2.112 0.677
C 1.135 -1.683 1.917
C 1.425 -2.764 2.696
N 1.193 -3.875 1.912
H 0.327 -6.199 -0.079
H -0.130 -6.566 -2.551
H -0.001 -4.032 -3.659
H 1.171 -0.633 2.157
H 1.762 -2.846 3.713
H 1.404 -4.823 2.168
C 4.334 1.829 1.865
C 3.081 1.977 1.231
C 2.628 1.011 0.377
C 3.374 -0.166 0.107
C 2.860 -1.187 -0.763
C 3.679 -2.281 -0.955
C 4.939 -2.427 -0.329
C 5.410 -1.463 0.513
C 4.637 -0.302 0.750
C 5.091 0.719 1.624
H 4.692 2.597 2.538
H 2.475 2.854 1.422
H 1.672 1.133 -0.118
H 3.364 -3.072 -1.632
H 5.534 -3.313 -0.528
H 6.374 -1.564 1.000
H 6.058 0.599 2.101
*
```


A structure of composition C38H33N3O5P2Pd at a distorted geometry, computed with ωB97M-V with the def2-TZVPD basis set.

As for the HOMO-LUMO gap (alpha / beta): 8.449 / 7.301 eV. Its energy above the lowest of the compared OMol25 structures with the same formula, charge and spin is 0.4930 eV. The calculation puts the total energy at -76706.500 eV.

ORCA input file:
```
! RIJCOSX wB97M-V def2-TZVPD def2/J DEFGRID3
* xyz 0 3
Pd -0.789 1.676 -0.355
O -1.608 0.489 -2.268
P -1.732 -1.010 -2.205
C -1.840 -1.579 -0.468
P -0.227 -1.306 0.330
O 0.522 -0.192 -0.362
C 0.689 -2.841 0.212
C 1.937 -2.811 -0.401
C 2.690 -3.976 -0.481
C 2.196 -5.160 0.049
C 0.950 -5.188 0.668
C 0.198 -4.027 0.756
C -0.532 -1.017 2.064
C 0.550 -0.546 2.808
C 0.395 -0.270 4.154
C -0.839 -0.473 4.763
C -1.911 -0.964 4.032
C -1.761 -1.237 2.679
C -3.195 -1.607 -3.043
C -4.005 -2.631 -2.562
C -5.132 -3.015 -3.277
C -5.448 -2.377 -4.468
C -4.640 -1.355 -4.952
C -3.516 -0.968 -4.242
C -0.351 -1.861 -2.975
C -0.372 -3.243 -3.162
C 0.698 -3.873 -3.778
C 1.782 -3.121 -4.215
C 1.800 -1.743 -4.037
C 0.732 -1.106 -3.417
H -2.136 -2.626 -0.388
H -2.587 -0.940 0.002
H 2.302 -1.878 -0.818
H 3.661 -3.957 -0.962
H 2.785 -6.067 -0.012
H 0.571 -6.113 1.089
H -0.766 -4.043 1.258
H 1.503 -0.376 2.318
H 1.228 0.121 4.724
H -0.968 -0.236 5.812
H -2.869 -1.126 4.512
H -2.607 -1.613 2.116
H -3.777 -3.133 -1.630
H -5.766 -3.807 -2.899
H -6.333 -2.673 -5.019
H -4.894 -0.850 -5.876
H -2.894 -0.155 -4.599
H -1.227 -3.828 -2.834
H 0.684 -4.947 -3.923
H 2.616 -3.614 -4.700
H 2.646 -1.160 -4.381
H 0.734 -0.036 -3.258
C 4.939 5.347 4.521
C 3.957 4.661 3.600
C 2.768 5.279 3.227
C 1.850 4.650 2.394
C 0.569 5.341 1.991
C 2.146 3.369 1.918
C 3.344 2.737 2.248
C 3.706 1.370 1.710
C 4.230 3.396 3.096
C 1.131 2.685 1.049
O 1.312 2.580 -0.189
O 0.084 2.222 1.603
H 4.580 6.332 4.820
H 5.909 5.472 4.035
H 5.101 4.757 5.426
H 2.549 6.278 3.594
H 0.528 6.352 2.393
H -0.301 4.785 2.344
H 0.485 5.399 0.903
H 3.030 1.053 0.915
H 3.690 0.620 2.507
H 4.718 1.381 1.301
H 5.166 2.908 3.365
O -1.821 3.503 -0.178
N -2.706 2.633 -0.514
C -3.498 2.907 -1.500
C -4.485 1.920 -1.848
N -5.273 1.131 -2.124
C -3.441 4.161 -2.204
N -3.411 5.154 -2.783
*
```


A structure of composition C38H34Br2CoF5N2O5P at a distorted geometry, computed with ωB97M-V with the def2-TZVPD basis set.

As for the HOMO-LUMO gap (alpha / beta): 6.481 / 6.362 eV. The calculation puts the total energy at -253758.530 eV.

ORCA input file:
```
! RIJCOSX wB97M-V def2-TZVPD def2/J DEFGRID3
* xyz 1 1
Co 0.017 0.960 1.038
C -6.942 -1.250 -0.241
C -6.062 -1.175 -1.495
C -6.268 -2.450 -2.312
C -6.490 0.025 -2.348
C -4.603 -0.993 -1.068
C -4.234 0.128 -0.331
C -2.916 0.249 0.039
Br -2.386 1.721 1.080
C -1.905 -0.658 -0.271
O -0.634 -0.411 0.145
C -2.261 -1.800 -0.992
C -3.609 -1.913 -1.363
C -1.347 -2.963 -1.404
C 0.104 -2.821 -0.962
C -1.892 -4.259 -0.783
C -1.355 -3.082 -2.935
H -7.985 -1.404 -0.524
H -6.890 -0.331 0.345
H -6.639 -2.079 0.401
H -7.317 -2.526 -2.600
H -6.021 -3.346 -1.740
H -5.675 -2.448 -3.228
H -7.523 -0.101 -2.676
H -5.862 0.120 -3.235
H -6.433 0.961 -1.791
H -4.954 0.884 -0.049
H -3.887 -2.792 -1.922
H 0.200 -2.777 0.124
H 0.577 -1.938 -1.383
H 0.647 -3.700 -1.315
H -1.912 -4.187 0.307
H -1.245 -5.095 -1.055
H -2.899 -4.499 -1.122
H -0.960 -2.174 -3.395
H -2.353 -3.256 -3.337
H -0.725 -3.919 -3.240
F 6.123 3.653 3.798
C 5.219 2.846 3.268
C 5.405 2.336 2.004
F 6.482 2.669 1.306
C 4.447 1.503 1.447
F 4.710 1.084 0.212
C 3.293 1.147 2.138
P 2.021 0.087 1.422
C 2.576 -0.591 -0.147
C 2.409 0.184 -1.296
C 2.847 -0.293 -2.518
C 3.452 -1.543 -2.597
C 3.608 -2.316 -1.459
C 3.165 -1.847 -0.231
C 1.852 -1.293 2.567
C 0.610 -1.825 2.896
C 0.524 -2.890 3.780
C 1.677 -3.425 4.338
C 2.920 -2.896 4.014
C 3.008 -1.830 3.134
C 3.120 1.686 3.431
Br 1.628 1.326 4.520
C 4.074 2.513 3.981
F 3.940 3.022 5.200
H 1.946 1.159 -1.239
H 2.723 0.308 -3.408
H 3.796 -1.915 -3.553
H 4.070 -3.292 -1.524
H 3.278 -2.465 0.650
H -0.308 -1.423 2.478
H -0.444 -3.297 4.037
H 1.609 -4.254 5.029
H 3.818 -3.307 4.453
H 3.979 -1.410 2.900
F 0.696 6.657 -3.262
C 1.345 6.013 -2.300
C 0.769 5.736 -1.135
N 1.461 5.070 -0.123
C 0.796 4.641 1.081
C 0.539 3.165 1.093
O 0.263 2.539 2.138
O 0.551 2.452 0.037
C 2.740 4.600 -0.311
O 3.297 3.925 0.536
N 3.318 4.945 -1.505
C 2.730 5.622 -2.583
O 3.328 5.831 -3.601
H -0.250 6.028 -0.924
H -0.167 5.153 1.142
H 1.373 4.885 1.972
H 4.270 4.629 -1.647
*
```